No. 1
{"formula": "C2H4BrNO2", "method": "ωB97M-V/def2-TZVPD", "symbols": ["C", "C", "N", "O", "O", "Br", "H", "H", "H", "H"], "positions_angstrom": [[-0.983541, -0.715191, -0.311697], [-0.088423, 0.131657, 0.490644], [0.404790, 1.329298, 0.042871], [0.965643, 2.057522, 0.797194], [0.177370, 1.623761, -1.124464], [2.860571, -1.239176, 0.144192], [-1.003948, -0.408712, -1.360028], [-1.837377, -0.912950, 0.236536], [-0.774640, -1.720793, -0.319438], [0.279553, -0.145415, 1.404192]], "forces_ev_per_a": [[1.73, 2.73, -1.06], [0.46, -4.01, -1.90], [-0.30, 2.02, -2.82], [1.01, 0.85, 2.07], [-0.21, -0.31, -0.49], [-1.53, 0.69, 0.14], [-0.75, 0.28, 0.45], [-2.84, 0.73, 0.94], [1.98, -2.57, 0.11], [0.44, -0.41, 2.57]], "charge": 0, "orbital_gap_ev": [5.391, 5.396], "e_lumo_ha": [-0.156, -0.156], "e_tot_ha": -2857.6143}


No. 2
{"formula": "C2H4BrNO2", "method": "ωB97M-V/def2-TZVPD", "symbols": ["C", "C", "N", "O", "O", "Br", "H", "H", "H", "H"], "positions_angstrom": [[0.841039, -0.726733, 0.528003], [-0.175629, -0.188699, -0.477924], [-0.512496, 1.271719, -0.177114], [0.406815, 1.941480, 0.153261], [-1.672915, 1.669311, -0.305604], [-2.016705, -1.224444, -0.204313], [0.338710, -0.895783, 1.411973], [1.635309, 0.125939, 0.547841], [1.364982, -1.670663, 0.083972], [-0.209107, -0.302124, -1.560098]], "forces_ev_per_a": [[2.91, 0.82, -4.64], [0.90, 3.28, 0.41], [1.11, -5.70, -1.76], [1.98, 2.87, 1.69], [-2.11, -0.12, -0.34], [-2.41, -0.37, 0.57], [-0.62, -0.42, 2.11], [-1.19, -1.70, 0.54], [-1.06, 1.59, 1.03], [0.49, -0.25, 0.38]], "charge": 0, "orbital_gap_ev": [6.414, 5.997], "e_lumo_ha": [-0.002, -0.166], "multiplicity": 3, "e_tot_ha": -2857.5751}


No. 3
{"formula": "C2H4BrNS", "method": "ωB97M-V/def2-TZVPD", "symbols": ["C", "N", "C", "S", "Br", "H", "H", "H", "H"], "positions_angstrom": [[1.041778, 0.602579, -0.117067], [0.147386, -0.537492, 0.238488], [-1.224433, -0.545175, -0.011450], [-2.243035, -1.822023, 0.027645], [-2.006323, 1.274681, -0.079530], [0.515523, 1.337061, -0.633880], [1.529085, 1.016508, 0.818072], [1.847322, 0.109218, -0.816230], [0.392693, -1.435361, 0.573951]], "forces_ev_per_a": [[2.81, -3.46, 1.01], [-3.44, 1.96, -1.22], [1.05, 0.36, 1.10], [0.75, 0.45, -0.15], [0.33, -0.62, -0.23], [-0.84, 1.04, -0.75], [-0.52, -0.41, -1.19], [-1.26, 1.36, 1.33], [1.12, -0.68, 0.10]], "charge": 0, "orbital_gap_ev": 8.966, "e_lumo_ha": 0.005, "smiles": "CNC(=S)Br", "e_tot_ha": -3105.5362}


No. 4
{"formula": "C2H4BrO2S", "method": "ωB97M-V/def2-TZVPD", "symbols": ["C", "C", "O", "O", "S", "Br", "H", "H", "H", "H"], "positions_angstrom": [[1.369744, -0.409728, -0.376950], [0.089572, -0.581410, 0.462009], [-2.334787, 1.814720, 1.187816], [-1.916575, 2.150510, -1.123623], [-2.050070, 1.153705, -0.056771], [-0.620778, -2.428078, 0.092038], [1.120872, -0.054272, -1.369615], [2.042356, -1.304880, -0.547654], [1.990352, 0.253325, 0.201274], [0.309314, -0.593888, 1.531478]], "forces_ev_per_a": [[-0.37, -0.61, 0.29], [2.14, -3.08, -0.41], [-0.91, 1.12, 3.85], [0.15, 1.00, -2.23], [0.49, -1.55, -1.76], [-0.04, 0.91, 0.19], [0.08, 0.47, -0.12], [-1.19, 0.43, 0.48], [0.28, 0.86, -0.23], [-0.64, 0.47, -0.07]], "charge": -1, "orbital_gap_ev": [4.200, 7.553], "e_lumo_ha": [0.118, 0.103], "multiplicity": 3, "e_tot_ha": -3201.2161}


No. 5
{"formula": "C2H4BrP", "method": "ωB97M-V/def2-TZVPD", "symbols": ["C", "C", "P", "Br", "H", "H", "H", "H"], "positions_angstrom": [[1.159519, 0.846466, -0.824653], [-0.071165, 0.554086, -0.398461], [-0.389644, -0.672781, 0.850290], [-1.790735, -3.777834, 1.611730], [1.879037, 0.098705, -0.667408], [1.291368, 1.681400, -1.460422], [-0.836820, 1.147244, -0.674220], [-1.241559, 0.122715, 1.563144]], "forces_ev_per_a": [[-1.63, -0.92, -0.12], [1.84, -1.21, 0.84], [1.11, -1.38, -0.07], [0.12, 0.47, -0.20], [1.53, -0.32, 0.34], [0.53, 0.64, -0.52], [-2.55, 2.18, -0.77], [-0.96, 0.55, 0.50]], "charge": 0, "orbital_gap_ev": [8.446, 5.434], "e_lumo_ha": [-0.060, -0.116], "e_tot_ha": -2993.8410}


No. 6
{"formula": "C2H4CeO3", "method": "ωB97M-V/def2-TZVPD", "symbols": ["O", "C", "Ce", "O", "O", "H", "C", "H", "H", "H"], "positions_angstrom": [[0.859565, 0.068748, -1.203733], [0.221378, 0.604810, -0.298637], [3.146031, 1.192639, -0.643132], [-0.474426, 0.008509, 0.591968], [0.726433, 1.779078, 0.092166], [0.154659, 2.358820, 0.620788], [-1.057949, -1.277812, 0.265240], [-0.239360, -1.979646, 0.083875], [-1.667615, -1.536188, 1.132102], [-1.668720, -1.218956, -0.640637]], "forces_ev_per_a": [[2.68, 0.48, -1.31], [-0.18, -2.48, 3.23], [-2.57, -0.64, -0.66], [-0.35, 2.20, -1.46], [1.37, 1.51, -0.39], [-0.39, 0.32, 0.58], [-0.63, -1.66, -0.30], [-0.16, 0.01, 0.26], [0.21, -0.01, -0.19], [0.03, 0.27, 0.24]], "charge": 3, "orbital_gap_ev": [5.523, 6.424], "e_lumo_ha": [-0.673, -0.640], "multiplicity": 2, "e_tot_ha": -778.1391}


No. 7
{"formula": "C2H4Cl2IN3", "method": "ωB97M-V/def2-TZVPD", "symbols": ["C", "C", "N", "N", "N", "Cl", "Cl", "I", "H", "H", "H", "H"], "positions_angstrom": [[1.195982, 0.306585, 0.110022], [-0.872093, -0.753084, 0.307274], [2.303392, 0.159333, -0.538812], [0.451770, -0.786256, 0.074614], [-2.311203, 1.045468, -0.253656], [0.699536, 1.772824, 0.647258], [-1.896054, -2.086452, 0.409616], [-3.996809, 0.162228, -0.038612], [2.492454, -0.621470, -1.163256], [2.899471, 0.962509, -0.476146], [1.081863, -1.612714, 0.245008], [-2.048305, 1.451026, 0.676685]], "forces_ev_per_a": [[1.28, 1.49, -2.12], [-1.42, 0.15, -0.59], [0.33, 1.09, 0.64], [-2.29, -3.88, 2.13], [1.08, -0.65, 1.08], [0.01, 0.48, 0.62], [2.09, 0.77, -0.05], [-0.66, 0.42, -0.10], [0.26, 0.06, 0.20], [1.02, 0.17, -0.54], [-1.27, 0.09, -0.58], [-0.43, -0.20, -0.68]], "charge": 2, "orbital_gap_ev": [7.128, 7.127], "e_lumo_ha": [-0.387, -0.387], "e_tot_ha": -1460.0901}


No. 8
{"formula": "C2H4Cl2N2", "method": "ωB97M-V/def2-TZVPD", "symbols": ["N", "C", "C", "Cl", "N", "Cl", "H", "H", "H", "H"], "positions_angstrom": [[0.185973, -0.949384, -0.846445], [0.232105, 0.020391, 0.003740], [-0.928594, 0.722123, 0.578551], [-2.435477, 0.246861, -0.304619], [1.625512, 0.625168, 0.656733], [2.950444, -0.249196, -0.045567], [-0.673442, -1.402054, -1.365814], [1.156708, -1.399971, -1.008880], [-1.025948, 1.871537, 0.713544], [-1.087285, 0.514528, 1.618753]], "forces_ev_per_a": [[0.49, -2.82, -2.07], [5.68, 3.52, 3.20], [-1.84, 2.03, 0.18], [0.03, 0.07, 0.23], [-5.63, -2.42, -2.67], [-0.22, -0.17, -0.06], [2.20, 1.70, 1.84], [-1.96, 0.94, 0.13], [1.16, -1.77, -1.26], [0.10, -1.09, 0.49]], "charge": 0, "orbital_gap_ev": 8.654, "e_lumo_ha": 0.019, "smiles": "N/C(CCl)=N\\Cl", "e_tot_ha": -1108.3881}


No. 9
{"formula": "C2H4Cl2O", "method": "ωB97M-V/def2-TZVPD", "symbols": ["C", "C", "O", "Cl", "Cl", "H", "H", "H", "H"], "positions_angstrom": [[0.726114, -0.022927, -1.769495], [0.124199, -0.034709, 2.423056], [-0.690506, 0.963551, 2.242313], [-0.909315, -0.408945, -1.232911], [-0.685725, -1.548937, 2.155777], [0.856159, 1.029294, -1.870580], [0.723810, -0.438702, -2.723329], [1.516971, -0.432522, -1.195155], [-1.661707, 0.893897, 1.970323]], "forces_ev_per_a": [[-0.51, 0.39, -0.05], [-0.68, 0.77, -0.19], [-0.40, 0.39, -0.09], [-0.30, 0.05, 0.65], [-0.31, -0.42, -0.01], [-0.08, 0.80, 0.16], [0.53, -0.65, -1.69], [0.33, -0.54, 0.89], [1.41, -0.79, 0.32]], "charge": 0, "orbital_gap_ev": 10.135, "e_lumo_ha": 0.020, "e_tot_ha": -1074.1345}


No. 10
{"formula": "C2H4Cl2O3S2", "method": "ωB97M-V/def2-TZVPD", "symbols": ["C", "C", "O", "O", "O", "S", "S", "Cl", "Cl", "H", "H", "H", "H"], "positions_angstrom": [[1.329945, 0.531122, 0.605498], [0.009085, 0.114389, 0.286438], [-1.758594, 0.654455, 1.957364], [-1.441641, -1.928233, -0.736938], [0.205514, 0.486021, -1.918201], [-1.325106, 1.342834, 0.781913], [-0.524204, -1.670626, 0.400015], [-2.707598, 1.216800, -0.768731], [1.345473, -2.535983, -0.113621], [2.060638, -0.259408, 0.430846], [1.460553, 0.782755, 1.617214], [1.523805, 1.425262, -0.177977], [-0.177871, -0.159389, -2.363823]], "forces_ev_per_a": [[1.87, 1.59, -2.61], [-1.66, -0.25, -4.51], [-1.13, -0.76, 1.72], [1.17, 0.55, 1.60], [2.87, 4.57, 6.60], [1.29, 0.24, -1.99], [-0.81, -0.28, -1.69], [0.35, -0.25, 0.55], [-0.56, 0.27, 0.16], [-0.10, 0.17, -0.34], [-0.01, 0.97, 1.47], [-0.13, -1.76, 2.08], [-3.14, -5.07, -3.03]], "charge": 0, "orbital_gap_ev": 8.347, "e_lumo_ha": -0.073, "e_tot_ha": -2020.8850}


Values for energy above the lowest of the compared OMol25 structures with the same formula, charge and spin, kcal per mole, ordered as above
154.1, 39.5, 0.0, 12.0, 71.2, 0.0, 0.9, 67.4, 55.5, 60.7